[1]
Molecular formula: C26H44BrFNO37PS8
Method: DFT, ωB97M-V with the def2-TZVPD basis set

The HOMO-LUMO gap comes out at 9.09 eV. Its SMILES is O=C(O[C@](Br)(CCCF)P(=O)(O)O)c1ccncc1.O=S1(=O)OCCO1.O=S1(=O)OCCO1.O=S1(=O)OCCO1.O=S1(=O)OCCO1.O=S1(=O)OCCO1.O=S1(=O)OCCO1.O=S1(=O)OCCO1.O=S1(=O)OCCO1. For the largest force on an atom, the calculation gives 0.1041 hartree/bohr. The calculation puts the HOMO energy at -9.478 eV. The molar mass is 1349.02 g mol⁻¹.

Geometry as XYZ:
```
119
Properties=species:S:1:pos:R:3:forces:R:3
O 6.9071 -4.5258 3.3309 0.38 0.38 -0.20
C 5.7440 -4.3175 3.2332 -0.76 -1.27 0.98
O 5.2563 -3.1210 2.6733 -0.25 -1.43 -0.46
C 5.0832 -3.1779 1.2435 0.66 2.56 -0.33
Br 5.4390 -4.9313 0.4193 -0.37 0.58 0.22
C 6.0879 -2.1203 0.6257 -0.01 0.00 -0.23
C 6.0954 -2.0501 -0.9566 0.59 0.49 -0.29
C 7.5750 -2.2393 -1.4547 0.09 -0.21 0.22
F 7.6372 -2.4304 -2.8603 -0.22 0.25 1.16
P 3.2585 -2.6945 0.9547 -3.54 -2.46 0.75
O 2.4358 -3.9276 1.1335 1.23 0.97 -0.01
O 2.9586 -2.1415 -0.5781 1.28 0.47 1.71
O 2.7196 -1.6147 2.1509 1.33 -0.26 -2.83
C 4.7493 -5.3699 3.7863 -2.64 -1.66 0.68
C 3.5039 -5.0701 4.4999 1.29 -1.02 -0.81
C 2.6639 -6.1521 4.9545 -1.02 0.96 0.72
N 2.7889 -7.5104 4.8106 2.72 3.26 -1.54
C 3.9521 -7.7335 4.1119 0.67 -1.49 -0.26
C 4.9436 -6.8114 3.6092 -0.82 1.57 0.67
H 7.1166 -2.3732 1.0244 -1.13 0.20 -0.40
H 5.8306 -1.0839 0.9982 0.15 -1.27 -0.04
H 5.7096 -1.0365 -1.2777 0.50 -1.13 0.27
H 5.4426 -2.8009 -1.4700 0.71 0.43 0.63
H 8.0735 -3.1326 -0.9727 -0.76 0.77 -0.55
H 8.2109 -1.3502 -1.2031 -0.65 -0.62 -0.30
H 3.2611 -2.8083 -1.2264 -0.32 0.26 0.43
H 2.1043 -0.9448 1.7745 0.47 -0.38 0.11
H 3.2135 -4.0101 4.6953 0.15 -1.15 -0.17
H 1.7429 -5.8403 5.5277 1.05 -0.28 -0.69
H 4.1588 -8.8277 3.9007 -0.44 2.01 0.57
H 5.8530 -7.1920 3.0867 -1.04 0.25 0.50
O -1.0274 2.4201 0.6433 1.61 -3.14 4.02
S -1.0564 1.0481 0.2847 -0.11 -0.05 0.79
O -0.8319 0.5940 -1.0398 0.21 0.15 0.23
O -2.4439 0.4176 0.8190 0.57 0.37 0.09
C -2.1737 -0.6689 1.7082 0.09 -0.59 -0.05
C -0.8306 -0.3470 2.3346 -0.26 0.23 0.52
O -0.0589 0.2339 1.2779 -0.16 -0.41 -0.39
H -2.1250 -1.5881 1.1190 0.01 0.00 0.07
H -2.9647 -0.7571 2.4513 -0.04 0.21 -0.14
H -0.3336 -1.2313 2.7318 0.12 0.05 -0.21
H -0.9336 0.3988 3.1277 -0.04 -0.06 0.01
O 0.0416 7.1557 5.3383 -0.41 -0.01 0.15
S -0.9701 6.6992 4.4451 0.46 -0.50 -0.83
O -2.3478 6.9937 4.6334 0.29 0.25 0.17
O -0.8016 5.1012 4.2699 0.25 0.63 0.26
C -0.5994 4.7937 2.8873 -0.39 -0.18 -0.61
C 0.0699 6.0204 2.2988 0.53 -0.25 0.11
O -0.5593 7.1287 2.9442 0.35 -2.51 2.60
H -1.5763 4.6192 2.4304 0.08 -0.04 -0.06
H 0.0132 3.8996 2.7826 -0.04 0.05 0.21
H -0.0539 6.0841 1.2185 -0.20 0.23 0.10
H 1.1357 6.0461 2.5445 -0.01 -0.06 -0.06
O -1.5436 3.2704 -1.0140 -2.09 2.92 -3.96
S -2.6755 4.0855 -0.7474 -0.08 0.44 -1.34
O -3.2836 4.1586 0.5368 0.35 -0.08 -0.04
O -3.8159 3.7481 -1.8411 0.58 0.09 0.35
C -4.1598 4.9365 -2.5614 -0.35 0.45 -0.12
C -2.9064 5.7896 -2.5414 0.12 -0.23 -0.54
O -2.3465 5.5900 -1.2406 -0.43 -0.28 0.52
H -4.9814 5.4290 -2.0338 0.04 0.03 -0.01
H -4.4763 4.6911 -3.5744 0.16 -0.18 0.31
H -3.1182 6.8438 -2.7110 0.07 -0.02 0.28
H -2.1792 5.4419 -3.2801 -0.07 0.02 -0.03
O 4.7372 -12.3297 2.6412 -0.12 0.38 -0.13
S 5.5590 -11.1833 2.7928 0.68 -0.31 0.04
O 5.0486 -9.8551 2.7086 0.32 -0.99 -0.43
O 6.8118 -11.3216 1.7839 -0.46 -0.22 0.45
C 8.0340 -11.2786 2.5245 0.41 0.40 0.22
C 7.6878 -11.8323 3.8934 0.25 -0.58 -0.14
O 6.3819 -11.3232 4.1749 -0.19 0.52 -0.55
H 8.3568 -10.2364 2.5893 0.03 -0.05 0.02
H 8.8032 -11.8648 2.0243 -0.23 -0.03 -0.13
H 8.3957 -11.5209 4.6594 -0.25 0.14 0.06
H 7.6288 -12.9238 3.8760 0.07 0.04 -0.01
O -1.1629 8.5900 1.6747 -1.38 2.40 -2.13
S -2.0498 9.7007 1.6009 0.32 0.20 -0.05
O -3.4493 9.5547 1.4094 0.23 -0.14 0.12
O -1.4785 10.7372 0.4921 0.11 -0.23 0.48
C -1.2471 12.0094 1.0972 -0.30 0.45 0.10
C -0.9340 11.7069 2.5514 0.58 0.01 -0.09
O -1.8066 10.6314 2.8997 -0.38 -0.05 -0.57
H -2.1607 12.6027 1.0044 0.05 0.03 0.04
H -0.4285 12.5255 0.5974 -0.02 -0.23 -0.09
H -1.1034 12.5645 3.2002 -0.20 -0.19 0.07
H 0.0959 11.3592 2.6706 -0.01 0.08 -0.02
O -3.9247 -9.5651 3.4988 -0.08 0.34 -0.12
S -3.0969 -8.4207 3.6565 0.64 -0.17 0.10
O -3.5981 -7.0944 3.5708 -0.18 -0.27 0.09
O -1.8395 -8.5660 2.6533 -0.54 -0.27 0.48
C -0.6213 -8.5315 3.4022 0.50 0.42 0.22
C -0.9764 -9.0847 4.7676 0.26 -0.57 -0.12
O -2.2809 -8.5680 5.0441 -0.20 0.46 -0.55
H -0.2920 -7.4918 3.4703 0.06 -0.06 0.01
H 0.1468 -9.1219 2.9054 -0.20 0.00 -0.12
H -0.2691 -8.7791 5.5364 -0.21 0.15 0.02
H -1.0420 -10.1760 4.7479 0.06 0.03 -0.01
O -5.5308 4.6938 -5.3149 -0.17 -0.05 -0.44
S -6.4473 3.9075 -6.0698 -0.69 -0.65 -0.03
O -6.0686 3.2030 -7.2359 -2.39 -1.99 2.22
O -7.7347 4.8250 -6.4107 0.45 -0.11 0.47
C -8.9149 4.2146 -5.8836 -0.37 -0.39 -0.13
C -8.4482 3.4228 -4.6755 -0.12 0.43 0.39
O -7.1851 2.8788 -5.0587 0.01 0.27 -0.48
H -9.3308 3.5573 -6.6515 -0.02 0.00 0.06
H -9.6503 4.9734 -5.6200 0.22 0.12 -0.07
H -9.1421 2.6292 -4.4043 0.22 -0.12 -0.10
H -8.2883 4.0757 -3.8129 -0.10 -0.01 -0.02
O -3.0295 3.5477 -9.6163 -0.29 -0.05 0.19
S -4.1559 4.3730 -9.3512 0.03 0.46 -0.06
O -4.7596 4.4586 -8.0686 3.07 2.20 -2.25
O -5.3013 4.0274 -10.4394 0.59 0.15 0.11
C -5.6437 5.2050 -11.1717 -0.33 0.42 0.06
C -4.3871 6.0565 -11.1681 0.20 -0.18 -0.51
O -3.8240 5.8739 -9.8695 -0.50 -0.31 0.14
H -6.4626 5.7058 -10.6486 0.03 0.03 -0.05
H -5.9634 4.9461 -12.1801 0.08 -0.22 0.12
H -4.5969 7.1089 -11.3517 0.07 -0.02 0.25
H -3.6635 5.6966 -11.9049 -0.08 0.03 -0.05
```
Positions in Å, forces in eV/Å.

Here are the Mulliken charges for atoms 1 to 4, given in e: -0.45 -0.09 -0.32 0.05

[2]
Molecular formula: C26H44BrMnNOP2
Method: DFT, ωB97M-V with the def2-TZVPD basis set

The HOMO-LUMO gap (alpha / beta) comes out at 3.40 / 3.22 eV. For the largest force on an atom, the calculation gives 0.0515 hartree/bohr. The expectation value of S² is 8.844. The calculation puts the HOMO energy (alpha / beta) at -11.430 / -11.431 eV. The total charge is +2. The calculation puts the energy above the lowest of the compared OMol25 structures with the same formula, charge and spin at 331.2 kJ/mol. As for the spin multiplicity: 6. The molar mass is 583.43 g mol⁻¹.

Geometry as XYZ:
```
76
Properties=species:S:1:pos:R:3:forces:R:3
N -6.1869 4.6045 -3.9424 0.23 0.26 0.41
C -6.0915 5.0574 -2.6885 0.14 -0.60 -0.07
C -5.4096 4.3594 -1.6803 -0.07 -0.08 -0.14
C -4.7504 3.1397 -1.9948 -1.23 -0.30 -0.69
C -4.8733 2.6722 -3.3404 -0.22 1.09 0.26
C -5.5756 3.4646 -4.2624 0.20 -0.58 0.57
C -3.9115 2.4946 -1.0110 1.33 -0.20 -0.34
Mn -2.6752 0.5231 0.4330 2.23 -1.00 1.02
P 4.8542 -0.6522 0.9705 2.39 -1.00 -0.25
C -2.8477 1.6015 -1.3757 -0.74 -0.30 -0.25
C -1.3688 1.8067 -1.1111 -0.27 1.03 0.34
C -0.3795 1.3650 -2.0052 -0.64 -0.40 -0.79
C 0.9368 1.7786 -1.9190 0.40 0.59 0.40
C 1.3499 2.6886 -0.9189 -1.02 -0.85 0.42
C 0.4094 2.9652 0.0897 -0.10 0.17 0.24
C -0.9452 2.6594 -0.0701 0.07 -0.70 -0.32
Br 3.0463 3.4967 -0.8913 -0.53 -0.31 -0.11
H -4.0209 2.8281 0.0437 0.46 0.62 -0.80
H -3.0533 0.8415 -2.1590 0.20 1.19 -0.23
H -5.3918 4.8079 -0.6875 0.14 -0.30 -0.12
H -4.4358 1.7464 -3.6773 0.10 -0.06 0.02
H -6.6083 5.9949 -2.4780 0.20 -0.25 0.03
H -5.6713 3.1569 -5.3016 0.05 -0.05 0.20
H -0.6881 0.8128 -2.9059 0.20 0.03 0.61
H -1.7224 3.1430 0.5223 0.40 -0.03 0.43
H 1.6638 1.4051 -2.6256 -0.03 0.16 -0.23
H 0.7068 3.3942 1.0379 0.15 0.63 -0.32
P -0.9429 -1.9051 0.4593 -0.24 -0.19 -0.29
C 5.1662 1.1328 1.0558 -0.24 0.45 0.02
C 6.5591 1.4875 0.5020 -0.12 0.06 0.07
H 5.0763 1.4103 2.1198 0.17 0.03 -0.33
H 4.3556 1.6450 0.5139 0.34 0.08 0.24
H 6.7501 2.5669 0.5912 0.04 -0.32 0.00
H 7.3229 0.9268 1.0612 -0.18 0.29 -0.18
H 6.6730 1.2162 -0.5597 -0.14 0.04 0.31
C 4.1670 -0.8818 -0.7230 -0.55 0.12 0.43
C 4.9370 -1.9335 -1.5198 -0.18 0.05 -0.06
H 4.2043 0.0975 -1.2074 -0.07 -0.03 -0.16
H 3.1098 -1.1587 -0.6005 0.06 0.05 -0.30
H 4.5254 -2.0078 -2.5302 0.11 -0.10 0.02
H 5.9954 -1.6701 -1.5946 -0.14 -0.02 0.02
H 4.8748 -2.9150 -1.0404 0.02 0.12 -0.06
C 3.6337 -0.9680 2.2637 -0.76 0.55 -0.25
C 4.2367 -1.6854 3.4730 -0.20 -0.15 0.07
H 2.8256 -1.5390 1.7896 -0.07 -0.03 0.26
H 3.2530 0.0221 2.5402 -0.43 -0.22 0.16
H 3.4782 -2.3481 3.9045 0.27 0.05 0.14
H 5.1121 -2.2755 3.1792 -0.24 0.04 0.11
H 4.5502 -0.9729 4.2436 -0.02 -0.16 -0.16
C -0.7150 -3.2162 1.7636 0.13 0.44 0.84
C -1.5632 -4.4917 1.6931 -0.06 0.00 -0.13
H -0.8984 -2.7102 2.7244 0.13 -0.42 -0.22
H 0.3525 -3.4940 1.7475 -0.30 0.31 0.00
H -2.6148 -4.2917 1.9361 0.22 -0.11 -0.08
H -1.5219 -4.9748 0.7071 0.06 0.05 0.27
H -1.1884 -5.2151 2.4310 -0.11 0.25 -0.23
C 0.3297 -2.4968 -0.7509 0.18 0.25 0.03
C 0.0867 -2.1902 -2.2209 -0.05 0.05 -0.25
H 0.4502 -3.5786 -0.6121 -0.11 0.17 0.09
H 1.2740 -2.0233 -0.4295 -0.32 -0.26 -0.05
H -0.8557 -2.6151 -2.5875 0.20 0.04 0.06
H 0.0726 -1.1117 -2.4052 0.03 -0.24 0.00
H 0.8918 -2.6260 -2.8255 -0.18 0.14 0.13
C -2.5488 -2.4174 -0.2669 0.02 0.25 -0.23
C -3.7638 -1.9200 0.5385 -0.12 -1.32 -0.09
H -2.5725 -3.5060 -0.2891 -0.29 0.01 -0.11
H -2.5774 -2.0881 -1.3129 -0.15 0.04 0.14
H -3.9670 -0.8133 0.5733 -0.44 -0.58 0.01
H -4.6591 -2.3572 0.0665 0.08 0.53 0.28
H -3.7295 -2.3007 1.5764 -0.01 0.51 -0.39
C -0.8179 -0.2088 4.1279 0.62 -0.28 0.09
O -1.7645 0.2908 3.1862 -1.21 1.08 -0.58
H 0.0038 0.4832 4.3014 -0.03 0.18 -0.12
H -0.4096 -1.1070 3.6798 0.11 -0.03 0.12
H -1.2675 -0.4532 5.0863 -0.25 -0.04 -0.02
H -2.2494 1.0335 3.5890 0.38 -0.47 0.07
```
Positions in Å, forces in eV/Å.

Here are the Mulliken charges for atoms 1 to 4, given in e: -0.49 -0.38 -0.52 0.32